Record 1
This record from the OMol25 dataset describes a cluster of 2 separate species, C12H22N3 in total at a distorted geometry. The level of theory is ωB97M-V/def2-TZVPD.

```
37
Properties=species:S:1:pos:R:3:forces:R:3:nbo_charge:R:1
C -0.87866 0.33531 1.34699 1.66 -2.46 1.08 -0.089
C -0.73884 -0.94481 1.82971 0.19 -0.91 0.24 -0.022
C 0.51195 -0.91175 0.01955 -0.92 1.65 1.41 0.396
C 1.23279 -1.33800 -1.15487 3.99 1.21 -2.09 -0.486
C 1.66709 -0.01790 -2.00192 -3.09 0.08 3.63 -0.372
C 0.40338 0.90507 -1.91779 -0.38 -0.56 0.61 -0.238
C -1.13219 -3.81581 1.23764 1.22 0.60 1.20 -0.609
C 1.36102 -3.62023 1.85281 -3.22 0.10 0.45 -0.610
C 0.22889 4.81566 -0.88731 -1.39 1.25 -3.78 -0.668
C -1.00768 3.93276 1.12391 -1.15 -0.50 -1.75 -0.433
C 0.19769 -3.11763 0.94521 1.33 -0.79 1.31 -0.034
C -0.88741 4.09266 -0.24075 -1.43 -1.85 0.71 -0.206
N 0.00548 0.31741 0.27470 -0.51 0.30 -0.57 -0.111
N 0.09363 -1.67861 1.01729 -1.01 0.77 -0.58 -0.293
N 0.22502 1.39539 -0.54711 1.78 -1.35 -0.89 -0.445
H -1.28520 1.15403 1.92394 0.10 0.27 -0.81 0.271
H -1.04494 -1.53368 2.67434 -0.66 0.84 0.41 0.242
H 2.27243 -1.83422 -0.95399 -2.20 0.39 0.06 0.266
H 0.62369 -1.95172 -1.79979 -0.14 -0.45 -0.06 0.251
H 2.46012 0.49110 -1.43289 0.04 -0.24 -0.83 0.230
H 1.78719 -0.22298 -3.01135 0.98 -0.59 -1.66 0.233
H 0.49680 1.71396 -2.57347 0.40 1.53 -0.75 0.228
H -0.53559 0.41682 -2.25814 0.52 -0.34 0.15 0.183
H -1.68362 -3.29497 2.07470 0.78 -1.22 -0.56 0.216
H -0.77888 -4.84653 1.43311 -1.18 0.34 0.12 0.238
H -1.76157 -3.71780 0.39414 -0.75 -0.35 -0.97 0.225
H 1.43857 -4.63055 1.60408 1.16 -1.59 -0.79 0.224
H 1.04764 -3.71868 2.87247 -0.40 0.49 0.89 0.216
H 2.20461 -3.01907 1.84301 1.81 0.80 -0.49 0.222
H -0.31736 5.76217 -1.24513 0.96 -0.91 0.30 0.247
H 1.00480 5.15394 -0.26882 1.12 0.12 0.96 0.230
H 0.64015 4.40724 -1.92964 -0.86 0.38 2.47 0.225
H -0.36438 2.14958 -0.28784 -0.65 0.69 -0.15 0.422
H -1.85121 3.42294 1.67128 0.69 0.61 -1.15 0.205
H -0.28209 4.31846 1.82118 0.39 0.27 -0.21 0.212
H 0.58127 -3.37950 -0.03550 -0.52 0.24 -0.38 0.218
H -1.63420 3.62328 -1.07136 1.34 1.17 2.49 0.217
```
Forces are in eV/Å.

Values from the calculation:
Charge: +1
ΔE to the lowest compared entry with this formula, charge and spin: 234.8 kJ/mol
Spin multiplicity: 1
Lowest unoccupied orbital energy: -0.081 Ha

---

Record 2
This record from the OMol25 dataset describes a structure of composition C12H22N4O2 at a distorted geometry. The level of theory is ωB97M-V/def2-TZVPD.

```
40
Properties=species:S:1:pos:R:3:forces:R:3:nbo_charge:R:1
C 1.56745 3.65942 -3.17847 0.10 -1.57 -3.05 -0.607
C 1.81516 2.32216 -2.37602 -6.88 -1.27 -5.04 -0.408
C 1.15898 2.15376 -1.05550 -2.86 12.00 -3.54 -0.350
C -0.35222 2.31371 -1.03682 1.69 1.52 -0.48 -0.236
N -1.09802 1.36109 -1.70033 1.52 -5.87 -6.72 -0.594
C -0.64167 0.01556 -1.28839 -1.88 1.96 0.29 -0.143
C -1.18974 -0.40892 -0.16353 -5.25 -3.72 1.12 0.438
N -2.49203 0.22593 0.30844 4.08 -4.69 -0.56 -0.768
H -2.60902 0.21195 1.27946 -0.12 -0.07 1.65 0.378
H -2.53947 1.10020 -0.04260 -0.25 3.47 -1.52 0.383
N -1.09258 -1.88809 0.12475 -6.87 11.79 6.12 -0.383
C -0.33977 -2.65227 -0.47444 4.07 -6.63 2.93 0.729
O -0.15244 -3.65224 0.24081 1.86 -2.87 -2.15 -0.703
N 0.35102 -2.28941 -1.50980 -10.34 11.35 1.08 -0.531
C 0.05798 -0.90715 -2.05324 8.94 -2.08 -5.04 0.616
O 0.90891 -0.61434 -3.08103 -5.29 -1.24 4.46 -0.629
H 0.98510 -2.77382 -1.79712 9.27 -6.79 -4.74 0.396
C -1.68915 -2.19851 1.53597 -2.09 -4.66 -5.04 -0.262
C -1.22690 -1.82779 2.77856 7.34 7.44 0.94 -0.333
C 0.44725 -2.12215 2.88687 -6.41 -1.96 1.87 -0.380
C 0.82895 -1.59088 4.21951 8.18 0.13 -6.10 -0.587
H 0.54036 -2.10686 4.95616 -3.32 -3.34 5.77 0.201
H 2.00671 -2.01508 4.25794 -2.28 1.24 0.16 0.182
H 1.02550 -0.57846 4.30649 -0.49 2.06 0.37 0.217
H 0.66230 -1.72482 1.95897 1.86 0.91 -1.43 0.205
H 0.38698 -3.24571 2.87165 0.91 1.05 -0.19 0.216
H -1.21254 -0.47558 2.95514 -0.39 -3.66 -0.38 0.103
H -1.74566 -2.21517 3.54788 -1.85 -1.37 2.53 0.214
H -2.71345 -1.93486 1.44170 -1.06 0.05 -0.48 0.208
H -1.60712 -3.34405 1.57383 -0.61 1.61 -0.47 0.277
H -0.67976 1.16706 -2.86595 -1.59 1.75 3.97 0.392
H -0.77095 2.34688 -0.07417 -0.08 0.31 1.77 0.184
H -0.67585 3.20008 -1.53851 0.37 1.27 0.04 0.209
H 1.55260 1.51035 -0.55192 3.96 -7.97 5.80 0.180
H 1.56984 3.23217 -0.46195 -1.17 -2.82 -1.21 0.165
H 1.57801 1.37839 -3.19607 0.49 2.62 2.52 0.228
H 2.76014 2.37424 -2.37639 7.39 -0.52 1.04 0.194
H 2.31665 3.71678 -4.13491 -1.72 -0.41 2.28 0.205
H 1.75855 4.55557 -2.65748 0.18 0.97 1.07 0.198
H 0.54987 3.72084 -3.62946 0.59 0.04 0.37 0.195
```
Forces are in eV/Å.

Values from the calculation:
ΔE to the lowest compared entry with this formula, charge and spin: 1236.3 kJ/mol
Spin multiplicity: 1
Lowest unoccupied orbital energy: -0.026 Ha

---

Record 3
This record from the OMol25 dataset describes an isolated molecule of C12H22N4O2. The level of theory is ωB97M-V/def2-TZVPD.

```
40
Properties=species:S:1:pos:R:3:forces:R:3:nbo_charge:R:1
C -2.67693 -2.61163 -0.46252 -0.18 0.14 0.17 -0.601
C -3.19371 -1.26780 0.03599 0.24 -0.04 -0.27 -0.392
C -2.69798 -0.10937 -0.82782 -0.33 0.12 0.39 -0.409
C -3.01500 1.25376 -0.21385 0.05 -0.15 -0.42 -0.211
N -2.15585 1.52420 0.94632 0.20 0.39 0.07 -0.643
C -0.80420 1.83183 0.57637 -0.35 -0.27 0.13 -0.161
C 0.17777 0.92194 0.87493 -0.45 0.45 0.07 0.458
N -0.13254 -0.17139 1.63067 0.15 -0.04 -0.03 -0.811
N 1.48189 1.13613 0.50147 -0.03 -0.18 0.14 -0.438
C 2.55187 0.20396 0.82051 0.49 -0.13 -0.30 -0.220
C 2.89828 -0.72621 -0.35238 -0.05 -0.13 0.19 -0.228
C 4.11957 -1.56384 0.01595 -0.16 0.25 -0.12 -0.604
C 1.73075 -1.62806 -0.74578 0.21 0.27 -0.05 -0.615
C 1.86584 2.28641 -0.17244 -0.15 0.06 -0.03 0.796
O 3.01311 2.48088 -0.50714 0.32 0.04 -0.08 -0.631
N 0.86406 3.17833 -0.42146 -0.04 0.42 -0.19 -0.633
C -0.49126 3.06081 -0.09356 0.22 -0.24 0.07 0.641
O -1.26858 3.95234 -0.37940 -0.09 0.07 0.00 -0.626
H -3.04397 -3.42111 0.16414 0.01 -0.15 0.00 0.208
H -1.58874 -2.63550 -0.45303 0.15 -0.03 -0.02 0.194
H -3.00924 -2.79100 -1.48242 0.00 -0.07 -0.13 0.204
H -4.28559 -1.27427 0.02823 -0.04 0.04 0.10 0.199
H -2.87879 -1.11240 1.06997 -0.10 0.02 0.05 0.187
H -1.61787 -0.18935 -0.97311 0.07 -0.01 -0.09 0.194
H -3.16481 -0.16978 -1.81256 0.06 -0.02 -0.08 0.208
H -2.90839 2.03438 -0.97872 -0.05 -0.02 0.14 0.195
H -4.04912 1.26111 0.13838 -0.02 0.03 -0.04 0.192
H -2.54174 2.32885 1.43414 0.08 -0.16 0.02 0.382
H 0.33903 -1.04092 1.44934 0.00 0.02 -0.03 0.394
H -1.13257 -0.22817 1.77718 0.02 -0.02 0.01 0.426
H 3.43439 0.81009 1.04296 -0.14 -0.13 0.09 0.244
H 2.28272 -0.36050 1.71385 0.01 0.03 -0.01 0.205
H 3.15197 -0.08934 -1.20506 -0.01 0.01 0.07 0.220
H 4.39513 -2.21267 -0.81123 0.07 -0.10 -0.05 0.215
H 3.91074 -2.18538 0.88484 0.00 -0.11 0.12 0.198
H 4.96656 -0.92305 0.24519 0.16 0.03 0.05 0.216
H 1.99501 -2.21410 -1.62291 -0.03 -0.09 -0.07 0.223
H 1.49137 -2.32505 0.05750 -0.07 -0.12 0.10 0.189
H 0.84703 -1.04274 -0.99270 -0.16 -0.01 -0.03 0.209
H 1.13975 4.02863 -0.89989 -0.02 -0.17 0.08 0.429
```
Forces are in eV/Å.

Values from the calculation:
ΔE to the lowest compared entry with this formula, charge and spin: 0.0 kJ/mol
Spin multiplicity: 1
SMILES: CCCCNc1c(N)n(CC(C)C)c(=O)[nH]c1=O
Lowest unoccupied orbital energy: 0.026 Ha

---

Record 4
This record from the OMol25 dataset describes a structure of composition C12H23AlN2O2P2 at a distorted geometry. The level of theory is ωB97M-V/def2-TZVPD.

```
42
Properties=species:S:1:pos:R:3:forces:R:3:nbo_charge:R:1
Al 0.05436 -0.42587 -0.93954 -0.23 0.33 3.18 1.611
P -2.21858 0.06856 -0.97231 -0.70 0.40 -0.31 0.881
C -2.26573 0.98659 -2.54769 0.16 0.70 0.80 -0.763
C -0.89009 1.42715 -3.01546 -0.21 0.11 -0.02 0.264
N 0.20625 0.99688 -2.34414 0.07 -0.28 0.36 -0.678
C 1.43610 1.44737 -2.69456 0.06 0.32 -0.18 0.267
C 1.58707 2.35216 -3.73074 0.26 0.02 -0.18 -0.219
C 0.47530 2.76689 -4.46878 0.13 -0.27 0.29 -0.059
C -0.77539 2.28127 -4.09661 -0.22 0.24 -0.04 -0.220
C 2.64174 0.98799 -1.90376 0.15 0.05 -0.19 -0.768
P 2.37448 -0.54619 -0.93938 1.28 0.23 -0.09 0.874
H -1.69315 2.59103 -4.60151 0.39 -0.06 0.05 0.262
H 2.60029 2.70388 -3.94526 -0.46 -0.03 -0.09 0.260
H 0.58269 3.45115 -5.30888 -0.02 -0.13 0.22 0.268
H 3.48212 0.78949 -2.58600 -0.20 0.33 0.17 0.284
H 2.95324 1.76827 -1.18626 -0.12 -0.18 -0.36 0.295
H -2.74280 0.37317 -3.26761 -0.45 -0.60 -1.01 0.280
H -2.91189 1.86654 -2.38344 0.27 -0.26 -0.31 0.284
H -2.19941 -4.69946 -4.45344 0.38 -0.69 0.76 0.463
O -2.56729 -4.24858 -5.19574 -0.08 1.18 -0.63 -0.916
H -2.04095 -3.43509 -5.27687 -0.28 -0.51 -0.14 0.454
H -0.03802 -0.94073 3.44419 0.16 1.06 0.08 0.234
O 0.01187 -0.61164 0.95871 -0.07 -0.55 -2.77 -1.208
H -0.15645 -1.54057 1.20182 0.08 0.44 -0.01 0.485
C 3.35720 -1.83117 -1.75132 -0.16 -0.32 -0.13 -0.933
H 4.28462 -1.41523 -2.16875 -0.24 -0.13 0.23 0.275
H 3.59231 -2.60640 -1.00915 -0.01 0.15 -0.26 0.282
H 2.76175 -2.28372 -2.55622 0.30 0.07 0.16 0.263
C 3.13553 -0.15895 0.66780 -0.32 -0.28 0.21 -0.921
H 3.06010 -1.05330 1.29981 0.10 0.27 -0.07 0.274
H 4.19044 0.12894 0.54722 -0.32 -0.15 -0.11 0.275
H 2.57807 0.65038 1.15985 0.11 -0.23 -0.14 0.285
C -2.52262 1.35383 0.28282 0.37 0.01 0.33 -0.931
H -2.78516 2.30656 -0.19645 0.05 -0.31 0.17 0.264
H -3.34824 1.01568 0.92241 0.24 0.16 -0.11 0.282
H -1.62600 1.47826 0.90579 -0.33 0.05 -0.02 0.289
C -3.58407 -1.10342 -0.87800 0.00 -0.50 -0.17 -0.935
H -3.78320 -1.29661 0.18460 0.02 0.02 -0.28 0.281
H -4.49228 -0.71777 -1.36055 0.26 -0.02 0.18 0.284
H -3.28606 -2.04627 -1.35686 -0.25 0.23 0.10 0.268
N 0.31083 1.28297 3.53203 -0.30 -1.94 -0.40 -0.323
C 0.13014 0.13974 3.43205 0.18 1.07 0.73 0.085
```
Forces are in eV/Å.

Values from the calculation:
Charge: +2
ΔE to the lowest compared entry with this formula, charge and spin: 0.0 kJ/mol
Spin multiplicity: 1
Lowest unoccupied orbital energy: -0.289 Ha

---

Number 1: gap between HOMO and LUMO 10.2 eV, energy -634.36414 hartree. Number 2: gap between HOMO and LUMO 8.2 eV, energy -839.56270 hartree. Number 3: gap between HOMO and LUMO 9.1 eV, energy -840.03356 hartree. Number 4: gap between HOMO and LUMO 8.1 eV, energy -1655.69749 hartree.